# 1
{"formula": "C31H32BClN8OZr", "method": "ωB97M-V/def2-TZVPD", "relative_energy_kcal_mol": 11.06, "total_charge": 2, "e_homo_ev": -13.832, "gap_ev": 7.606, "elements": ["Zr", "Cl", "C", "C", "C", "C", "O", "C", "C", "N", "C", "C", "C", "C", "C", "C", "C", "C", "N", "C", "C", "H", "H", "H", "H", "H", "H", "H", "H", "H", "H", "C", "C", "C", "C", "C", "N", "N", "B", "N", "N", "C", "C", "C", "C", "C", "N", "N", "C", "C", "C", "C", "C", "H", "H", "H", "H", "H", "H", "H", "H", "H", "H", "H", "H", "H", "H", "H", "H", "H", "H", "H", "H", "H", "H"], "coordinates": [[-0.13078, 0.01750, 0.12405], [-6.24651, -1.27244, 3.72510], [-4.71894, -0.77525, 3.11371], [-4.39746, 0.58317, 3.06025], [-3.16448, 0.99169, 2.60008], [-2.22553, 0.07088, 2.13399], [-0.99669, 0.48145, 1.76796], [-2.57446, -1.30156, 2.14254], [-1.68308, -2.29580, 1.61431], [-0.72130, -1.99479, 0.80995], [0.24645, -2.94872, 0.42428], [0.00510, -4.23690, 0.02374], [1.08039, -5.11907, -0.19254], [2.36670, -4.72539, 0.05245], [2.64388, -3.40656, 0.48039], [3.92669, -2.95105, 0.85309], [4.06811, -1.68254, 1.34732], [2.95518, -0.83333, 1.39399], [1.74788, -1.18992, 0.99574], [1.57812, -2.49128, 0.60066], [-3.80773, -1.70634, 2.67533], [-5.11863, 1.31201, 3.40485], [-2.90112, 2.04049, 2.60520], [-1.82576, -3.33114, 1.92444], [-1.01320, -4.57961, -0.11608], [0.87375, -6.12767, -0.52302], [3.18892, -5.42163, -0.05295], [4.77466, -3.61986, 0.77332], [5.02725, -1.31974, 1.68785], [3.06101, 0.17331, 1.77229], [-4.05448, -2.76058, 2.70652], [-3.63038, -1.90904, -0.87510], [-2.49342, -1.56650, -1.77318], [-2.32691, -1.99547, -3.08690], [-1.20783, -1.34421, -3.57282], [-0.61983, -1.42589, -4.93639], [-0.72138, -0.57472, -2.58117], [-1.50969, -0.70828, -1.45821], [0.15232, 0.69467, -2.70922], [-0.60685, 1.86520, -2.04735], [-0.71661, 1.90595, -0.68055], [-1.01506, 3.16897, -0.33270], [-1.07409, 3.62658, 1.08721], [-1.16154, 3.92912, -1.49302], [-0.90045, 3.08004, -2.55263], [-0.95710, 3.37513, -4.00919], [1.52792, 0.51331, -1.92800], [1.64380, 1.05083, -0.66027], [2.87366, 1.53129, -0.52294], [3.28163, 2.30423, 0.68546], [3.60267, 1.26828, -1.69033], [2.73571, 0.62693, -2.54898], [2.99190, 0.12857, -3.92579], [-4.53721, -1.99222, -1.47186], [-3.78408, -1.14259, -0.12093], [-3.48115, -2.87477, -0.38647], [-2.96475, -2.67253, -3.62996], [-1.26206, -2.03262, -5.56901], [0.37004, -1.88381, -4.91267], [-0.52042, -0.43840, -5.38691], [0.37939, 0.93355, -3.84704], [-0.79767, 2.82881, 1.76596], [-2.06781, 3.99462, 1.34337], [-0.38427, 4.45999, 1.22189], [-1.43171, 4.96987, -1.55451], [-1.44298, 4.33505, -4.16275], [-1.52140, 2.60892, -4.54004], [0.04075, 3.42537, -4.44819], [2.51928, 2.24423, 1.46244], [3.39575, 3.35316, 0.40824], [4.24356, 1.97334, 1.07583], [4.62977, 1.52671, -1.88742], [4.05111, 0.21222, -4.15358], [2.43581, 0.70711, -4.66533], [2.68926, -0.91411, -4.02578]], "atomic_forces_ev_per_a": [[0.71, -0.33, 0.50], [-0.01, -0.01, 0.00], [0.03, 0.13, -0.01], [-0.10, -0.16, 0.05], [0.39, 0.12, -0.12], [-0.95, -0.42, 0.72], [-0.03, 0.24, 0.10], [0.09, 0.43, 0.08], [0.24, -0.02, -0.08], [-0.50, -0.67, 0.49], [0.27, -0.45, 0.04], [-0.15, 0.27, -0.01], [0.13, -0.07, -0.03], [-0.01, -0.07, -0.02], [-0.15, 0.19, -0.03], [-0.02, 0.07, 0.01], [0.08, -0.12, 0.00], [-0.12, 0.08, -0.01], [0.02, -0.32, -0.04], [-0.05, -0.32, 0.11], [0.10, -0.09, -0.10], [0.01, 0.00, 0.01], [-0.03, -0.01, 0.02], [0.03, -0.03, -0.03], [0.00, 0.00, 0.01], [0.01, 0.00, 0.02], [-0.02, -0.01, -0.04], [0.01, 0.02, 0.02], [-0.02, 0.02, 0.02], [0.02, -0.06, -0.05], [-0.01, 0.01, 0.01], [0.08, 0.00, 0.01], [-0.09, -0.06, -0.15], [-0.01, 0.04, 0.12], [-0.07, -0.09, 0.05], [0.08, 0.09, 0.00], [-0.05, 0.05, -0.34], [0.15, -0.16, -0.26], [-0.14, 0.11, -0.07], [0.07, 0.14, -0.12], [-0.77, 1.25, -0.51], [-0.03, -0.14, -0.16], [-0.07, 0.06, -0.18], [-0.05, -0.01, 0.14], [0.01, 0.08, 0.06], [0.12, -0.07, -0.05], [0.07, 0.05, -0.10], [0.79, 0.24, -0.20], [-0.10, 0.02, -0.05], [0.01, 0.01, -0.09], [-0.02, -0.07, 0.00], [0.19, 0.05, 0.11], [-0.12, 0.06, -0.06], [0.00, 0.00, 0.01], [-0.05, -0.01, 0.03], [0.00, 0.03, 0.04], [-0.01, 0.02, 0.00], [0.01, -0.01, -0.02], [-0.01, 0.00, 0.01], [-0.01, -0.02, -0.01], [0.00, -0.07, -0.04], [-0.01, 0.01, 0.11], [-0.02, -0.03, -0.01], [0.00, 0.00, 0.01], [0.00, -0.01, 0.00], [0.00, 0.00, -0.02], [-0.01, 0.02, -0.01], [0.00, -0.01, 0.01], [0.05, 0.05, 0.05], [-0.01, 0.01, 0.03], [-0.02, -0.01, 0.03], [-0.01, 0.00, 0.00], [0.01, -0.02, -0.01], [0.03, 0.00, 0.01], [0.02, 0.00, 0.00]]}



# 2
{"formula": "C31H32BF5O2", "method": "ωB97M-V/def2-TZVPD", "relative_energy_kcal_mol": 3.36, "total_charge": 0, "e_homo_ev": -8.423, "gap_ev": 8.829, "elements": ["F", "C", "C", "C", "C", "C", "C", "C", "C", "C", "C", "C", "F", "C", "C", "C", "C", "H", "H", "H", "H", "H", "H", "H", "H", "H", "H", "H", "C", "C", "C", "C", "C", "C", "O", "B", "C", "C", "C", "C", "C", "F", "F", "F", "C", "C", "C", "C", "C", "O", "H", "H", "H", "H", "H", "H", "H", "H", "H", "H", "H", "H", "H", "H", "H", "H", "H", "H", "H", "H", "H"], "coordinates": [[1.02081, -2.92425, -2.45402], [1.94311, -1.98722, -2.02661], [3.08595, -1.77479, -2.79674], [4.10141, -0.96684, -2.24736], [3.99859, -0.49102, -0.94524], [2.83334, -0.69547, -0.18096], [2.76694, -0.28891, 1.28972], [1.36679, -0.03806, 1.75708], [0.74865, 1.16600, 1.79996], [-0.67220, 1.37979, 2.07627], [-1.64834, 0.38092, 1.84203], [-2.99434, 0.68753, 2.05061], [-3.94705, -0.24473, 1.71525], [-3.44337, 1.90033, 2.57131], [-2.46159, 2.85334, 2.87090], [-1.11222, 2.59980, 2.63974], [1.79352, -1.46943, -0.73820], [3.18747, -2.25369, -3.77460], [5.02848, -0.80911, -2.81109], [4.79299, 0.13007, -0.52307], [3.51552, 0.48751, 1.48504], [0.80063, -0.91165, 2.09207], [1.34711, 2.06063, 1.58169], [-1.36403, -0.59326, 1.44739], [-4.50792, 2.10682, 2.70595], [-2.76685, 3.80215, 3.30648], [-0.37046, 3.36138, 2.88064], [0.85424, -1.60187, -0.19689], [5.98565, -3.63962, 2.33533], [4.69161, -3.46428, 1.53966], [4.76511, -3.97328, 0.09569], [3.33953, -3.81910, 2.36346], [2.28361, -4.59367, 1.57164], [3.53371, -4.41501, 3.75203], [2.67707, -2.53748, 2.56254], [3.26451, -1.73167, 1.63870], [3.98961, 0.59031, 4.17144], [2.69628, 0.49280, 4.70222], [1.97721, 1.65773, 4.91322], [2.51018, 2.83600, 4.39131], [1.95775, 4.16744, 4.84251], [2.92512, 4.97859, 5.37785], [1.41426, 4.85579, 3.76678], [0.96850, 4.06074, 5.78405], [3.59404, 2.85767, 3.50285], [4.33087, 1.68905, 3.33778], [4.95044, -0.35147, 4.66685], [6.33623, -0.26002, 4.00748], [6.16477, 0.14855, 5.42390], [4.57342, -2.02817, 1.34328], [6.27771, -4.68586, 2.46975], [6.83518, -3.14705, 1.84605], [5.89666, -3.20187, 3.33969], [4.91073, -5.05272, 0.01244], [3.84360, -3.71469, -0.44101], [5.57822, -3.47127, -0.44695], [2.61428, -5.58941, 1.25512], [1.43125, -4.68240, 2.25817], [1.92962, -4.01908, 0.69687], [3.94581, -5.43235, 3.69398], [4.19973, -3.82646, 4.39874], [2.55878, -4.46278, 4.25378], [2.32475, -0.46915, 5.06110], [1.02435, 1.65912, 5.45484], [3.83289, 3.79673, 2.98829], [5.15445, 1.72801, 2.60662], [4.47173, -1.26572, 5.07046], [6.83446, -1.18477, 3.75458], [6.46000, 0.54280, 3.28707], [6.24100, 1.21053, 5.67839], [6.59183, -0.49365, 6.18534]], "atomic_forces_ev_per_a": [[0.55, 1.11, 0.16], [0.45, -0.97, 0.17], [-0.25, 0.13, 0.27], [-0.11, -0.55, 0.12], [-0.38, 0.63, -0.22], [-0.62, 0.14, -1.29], [-0.32, -0.62, -1.06], [-0.81, 1.28, 0.25], [1.18, -0.94, -0.43], [-1.20, 0.00, 0.87], [-0.09, 0.61, -0.10], [-0.24, -0.19, 0.02], [0.73, 0.45, 0.25], [0.60, -0.04, -0.21], [-0.17, -0.30, 0.08], [0.20, -0.24, -0.38], [0.14, 0.50, -0.29], [-0.08, 0.24, 0.38], [-0.47, 0.04, 0.18], [-0.16, -0.35, -0.12], [-0.47, -0.26, -0.04], [0.10, 0.13, -0.21], [-0.28, -0.26, 0.02], [-0.18, 0.25, -0.01], [0.42, -0.20, -0.05], [0.10, -0.14, -0.12], [-0.19, -0.14, -0.10], [0.33, -0.18, -0.19], [0.16, -0.38, 0.29], [0.26, 0.73, 0.11], [-0.14, -0.45, 0.00], [-0.04, -0.16, -0.14], [0.00, -0.22, 0.09], [0.22, -0.28, 0.13], [0.14, -0.52, -0.85], [1.68, 2.27, 2.48], [-0.85, 1.02, -0.34], [0.13, 0.44, 0.30], [-0.06, 0.23, -0.52], [-0.43, 0.85, 0.58], [-0.58, 0.44, -0.29], [-0.87, -0.64, -0.53], [0.47, -0.31, 1.09], [0.90, 0.12, -0.91], [-0.50, -0.31, 0.17], [-0.36, 0.73, 0.51], [1.23, -1.33, -0.54], [-0.29, -0.76, 0.12], [0.24, 0.66, 0.33], [-0.76, -0.84, 0.04], [-0.21, -0.02, -0.07], [-0.38, 0.01, -0.14], [-0.06, -0.06, -0.38], [0.00, -0.01, 0.11], [0.15, -0.06, 0.15], [-0.11, -0.11, 0.39], [-0.07, 0.16, 0.06], [0.09, -0.20, -0.31], [0.32, -0.29, 0.30], [-0.12, 0.21, -0.01], [-0.20, -0.05, -0.36], [0.19, -0.04, -0.18], [0.28, 0.30, 0.14], [0.51, 0.04, -0.19], [0.06, -0.50, 0.21], [-0.30, -0.30, 0.82], [0.81, 0.25, -0.60], [0.16, 0.09, 0.12], [0.01, -0.44, 0.12], [-0.16, -0.33, -0.21], [-0.25, -0.09, -0.02]]}



# 3
{"formula": "C31H32Cl2CrN2O7P2", "method": "ωB97M-V/def2-TZVPD", "multiplicity": 4, "relative_energy_kcal_mol": 4.41, "total_charge": -1, "e_homo_ev": [-3.033, -3.941], "gap_ev": [5.573, 6.482], "elements": ["Cr", "O", "C", "C", "C", "C", "C", "C", "C", "P", "C", "C", "C", "C", "C", "C", "C", "C", "C", "C", "C", "C", "H", "H", "H", "H", "H", "H", "H", "H", "H", "H", "H", "H", "H", "H", "Cl", "C", "C", "C", "C", "C", "Cl", "C", "N", "H", "H", "H", "O", "N", "O", "O", "C", "C", "O", "P", "O", "C", "C", "O", "C", "C", "H", "H", "H", "H", "H", "H", "H", "H", "H", "H", "H", "H", "H", "H", "H"], "coordinates": [[0.78877, 0.20148, -1.35852], [2.65038, 0.33006, -2.29813], [2.78908, 0.12917, -1.09346], [3.66695, 0.01809, -0.03887], [5.08612, 0.19889, -0.05270], [5.76639, 0.13751, 1.13693], [5.11956, -0.10420, 2.36416], [3.73555, -0.31398, 2.38180], [3.02573, -0.26276, 1.20782], [1.29324, -0.65223, 0.90024], [1.26054, -2.47063, 1.02465], [2.41054, -3.18952, 0.70597], [2.39186, -4.57560, 0.69768], [1.22999, -5.26089, 1.01755], [0.08237, -4.55209, 1.33956], [0.09630, -3.16597, 1.33496], [0.45177, 0.02357, 2.36638], [0.05392, -0.72001, 3.47290], [-0.50371, -0.08317, 4.57530], [-0.65059, 1.29571, 4.58132], [-0.23863, 2.04118, 3.48331], [0.30723, 1.41244, 2.37612], [5.59854, 0.39949, -0.98435], [6.84042, 0.28896, 1.13112], [5.68874, -0.13481, 3.28349], [3.22341, -0.52114, 3.31560], [3.32367, -2.66466, 0.45438], [3.28980, -5.11895, 0.43137], [1.21539, -6.34371, 1.00782], [-0.83290, -5.07976, 1.58125], [-0.80602, -2.61829, 1.55625], [0.18789, -1.79358, 3.48672], [-0.81384, -0.66822, 5.43279], [-1.08247, 1.79067, 5.44327], [-0.34491, 3.11962, 3.48160], [0.61139, 1.98364, 1.50113], [0.19271, 1.29261, -3.56675], [0.17882, 2.93222, -2.92944], [-0.14893, 3.98625, -3.74386], [-0.13812, 5.27986, -3.22241], [0.22252, 5.45050, -1.88725], [0.54364, 4.37203, -1.09351], [1.00207, 4.66499, 0.57217], [0.52704, 3.00706, -1.54225], [0.75102, 1.95909, -0.78285], [-0.41203, 3.80162, -4.77834], [-0.39493, 6.12961, -3.83986], [0.25752, 6.44113, -1.45003], [0.22053, -1.59630, -4.05972], [0.36472, -2.32843, -3.07253], [0.37457, -3.55084, -3.14516], [0.51141, -1.79413, -1.90444], [-3.02387, -1.97248, -2.86923], [-2.62733, -0.53007, -3.09890], [-2.64475, 0.27501, -1.90124], [-1.55531, 0.13837, -0.71146], [-2.19254, 1.16643, 0.32906], [-2.07941, 2.60762, 0.32862], [-2.76343, 3.26032, -0.85150], [-1.98624, -1.22013, 0.04480], [-3.29388, -1.34733, 0.63279], [-3.62854, -2.81299, 0.79443], [-3.04129, -2.48659, -3.83259], [-4.01579, -2.05108, -2.41810], [-2.30078, -2.48560, -2.23650], [-3.33367, -0.03427, -3.76470], [-1.64191, -0.48529, -3.55769], [-1.02816, 2.86730, 0.36893], [-2.54401, 2.90569, 1.26982], [-2.24872, 3.03487, -1.78533], [-2.73945, 4.34324, -0.70859], [-3.80346, 2.93874, -0.93543], [-4.02617, -0.85061, -0.00686], [-3.28987, -0.83012, 1.59409], [-3.59383, -3.32923, -0.16476], [-4.63284, -2.91714, 1.20996], [-2.92974, -3.30819, 1.46920]], "atomic_forces_ev_per_a": [[0.27, 0.00, 0.13], [-0.09, -0.03, 0.01], [-0.12, -0.13, -0.10], [-0.02, 0.07, 0.08], [-0.04, -0.01, 0.01], [0.06, 0.01, -0.01], [-0.01, -0.01, 0.02], [0.00, 0.02, -0.03], [0.02, 0.01, -0.07], [-0.05, 0.11, -0.15], [0.01, -0.02, 0.05], [0.01, 0.00, -0.01], [0.02, 0.00, -0.01], [-0.02, -0.02, 0.00], [-0.01, 0.00, 0.01], [-0.02, -0.02, -0.04], [-0.01, -0.01, 0.00], [0.02, 0.00, 0.02], [0.01, -0.01, -0.01], [-0.01, 0.03, 0.01], [-0.02, 0.01, 0.00], [-0.05, -0.01, 0.03], [-0.01, 0.00, 0.01], [-0.01, 0.00, 0.01], [0.00, 0.00, -0.01], [0.00, 0.00, 0.00], [-0.02, -0.01, 0.00], [-0.01, 0.00, 0.01], [0.00, 0.00, -0.01], [0.01, 0.01, 0.00], [-0.03, 0.01, -0.02], [0.00, 0.00, 0.00], [0.00, 0.00, 0.00], [0.01, -0.01, -0.01], [0.00, -0.01, 0.00], [0.05, -0.05, 0.04], [-0.14, 0.16, 0.03], [0.10, -0.07, -0.09], [0.00, 0.06, 0.03], [-0.03, -0.03, -0.04], [0.01, -0.02, 0.02], [0.01, -0.01, -0.02], [0.00, -0.01, 0.00], [0.08, 0.07, 0.02], [0.07, 0.07, -0.03], [0.01, 0.01, 0.00], [0.01, -0.01, 0.01], [0.00, -0.01, -0.02], [0.05, -0.17, 0.31], [0.22, -0.06, -0.12], [-0.08, 0.26, 0.02], [0.02, -0.12, -0.21], [-0.02, -0.02, 0.01], [0.11, 0.11, -0.04], [-0.13, -0.04, 0.17], [-0.11, -0.17, -0.06], [0.03, 0.14, -0.12], [-0.07, -0.01, 0.07], [-0.05, -0.01, 0.04], [-0.08, -0.05, 0.09], [0.01, 0.07, -0.04], [0.06, -0.04, -0.01], [0.00, 0.02, 0.01], [0.01, 0.02, 0.02], [0.00, -0.02, 0.03], [-0.01, 0.00, 0.00], [-0.06, -0.02, 0.03], [0.03, 0.00, -0.01], [-0.05, -0.02, -0.03], [-0.01, 0.00, 0.01], [0.03, -0.02, -0.03], [0.01, -0.02, 0.01], [0.00, -0.01, -0.02], [0.02, -0.01, 0.01], [0.00, 0.02, -0.01], [0.00, 0.02, 0.00], [0.00, 0.01, 0.00]]}